No. 1
{"formula": "C57H52IN3P2SiTi", "method": "the ωB97M-V functional and the def2-TZVPD basis", "symbols": ["Ti", "C", "Si", "C", "C", "C", "C", "C", "C", "P", "C", "C", "C", "C", "C", "C", "C", "C", "C", "C", "C", "C", "C", "C", "C", "C", "C", "C", "P", "C", "C", "C", "C", "C", "C", "C", "C", "C", "C", "C", "C", "H", "H", "H", "H", "H", "H", "H", "H", "H", "H", "H", "H", "H", "H", "H", "H", "H", "H", "H", "H", "H", "H", "H", "H", "H", "H", "H", "H", "H", "H", "H", "C", "C", "C", "C", "C", "C", "C", "C", "C", "C", "N", "C", "C", "C", "C", "C", "N", "H", "H", "H", "H", "H", "H", "H", "H", "H", "H", "H", "H", "H", "H", "H", "H", "H", "I", "C", "C", "C", "C", "N", "C", "H", "H", "H", "H"], "coordinates": [[-0.1348, -0.5128, -0.0034], [3.2095, 1.6137, -0.5927], [2.3967, -0.0386, -0.0972], [3.1790, -0.2594, 1.6334], [4.5585, -0.1391, 1.9010], [5.0524, -0.1497, 3.1937], [4.1755, -0.2564, 4.2742], [2.8184, -0.3631, 4.0427], [2.3187, -0.3649, 2.7330], [0.5194, -0.6565, 2.4549], [0.3742, -2.2224, 3.4179], [1.2321, -3.2649, 3.0576], [1.1682, -4.4908, 3.7022], [0.2507, -4.6942, 4.7276], [-0.5936, -3.6610, 5.1014], [-0.5360, -2.4339, 4.4465], [-0.2889, 0.6094, 3.5047], [-1.6560, 0.5184, 3.7627], [-2.3122, 1.5202, 4.4678], [-1.6215, 2.6502, 4.8836], [-0.2696, 2.7713, 4.5958], [0.3929, 1.7543, 3.9173], [3.2197, -1.1402, -1.4326], [4.5643, -1.5444, -1.4707], [5.1223, -2.1034, -2.6095], [4.3536, -2.2513, -3.7609], [3.0208, -1.8824, -3.7481], [2.4409, -1.3573, -2.5861], [0.6479, -0.9104, -2.5348], [0.5909, 0.6955, -3.4238], [-0.6347, 1.3500, -3.5609], [-0.7239, 2.5665, -4.2230], [0.4201, 3.1581, -4.7397], [1.6483, 2.5286, -4.5912], [1.7343, 1.3042, -3.9384], [-0.0342, -2.1049, -3.7839], [-0.9191, -1.7426, -4.7962], [-1.4379, -2.6947, -5.6717], [-1.0757, -4.0268, -5.5553], [-0.1940, -4.4053, -4.5514], [0.3080, -3.4572, -3.6692], [4.2325, 1.4319, -0.9456], [3.2624, 2.3005, 0.2614], [2.6537, 2.1184, -1.3935], [5.2567, -0.0135, 1.0758], [6.1192, -0.0635, 3.3683], [4.5548, -0.2581, 5.2890], [2.1367, -0.4528, 4.8819], [1.9642, -3.1123, 2.2744], [1.8403, -5.2890, 3.4051], [0.1967, -5.6532, 5.2329], [-1.3079, -3.8069, 5.9037], [-1.1979, -1.6389, 4.7620], [-2.2225, -0.3316, 3.3960], [-3.3707, 1.4249, 4.6825], [-2.1392, 3.4383, 5.4186], [0.2742, 3.6588, 4.9020], [1.4524, 1.8503, 3.7118], [5.1879, -1.4160, -0.5898], [6.1621, -2.4079, -2.6110], [4.7914, -2.6597, -4.6634], [2.4268, -2.0144, -4.6435], [-1.5282, 0.9041, -3.1410], [-1.6848, 3.0591, -4.3211], [0.3568, 4.1143, -5.2447], [2.5459, 2.9903, -4.9857], [2.6997, 0.8258, -3.8236], [-1.1909, -0.7081, -4.9353], [-2.1171, -2.3835, -6.4585], [-1.4778, -4.7666, -6.2389], [0.1021, -5.4437, -4.4495], [1.0035, -3.7720, -2.9024], [-5.4150, 1.8163, 1.2324], [-4.4734, 0.6926, 1.6854], [-4.6110, -0.5741, 0.8601], [-5.7409, -1.3673, 1.0758], [-5.9472, -2.5350, 0.3661], [-5.0183, -2.9237, -0.5921], [-3.8793, -2.1678, -0.8393], [-2.9175, -2.5623, -1.9424], [-2.9276, -4.0510, -2.2982], [-3.6719, -0.9942, -0.0922], [-2.4541, -0.2514, -0.2599], [-2.5766, 0.9790, -0.6472], [-1.5243, 1.9174, -0.4917], [-1.4997, 3.2820, -0.7499], [-0.3134, 3.7613, -0.1795], [0.3179, 2.6591, 0.3959], [-0.3994, 1.5323, 0.2173], [-5.3005, 2.7008, 1.8663], [-6.4583, 1.4937, 1.2812], [-5.2150, 2.1147, 0.1996], [-4.7159, 0.4419, 2.7205], [-3.4502, 1.0531, 1.6899], [-6.4629, -1.0520, 1.8268], [-6.8193, -3.1498, 0.5636], [-5.1829, -3.8366, -1.1552], [-3.1610, -1.9753, -2.8336], [-1.9140, -2.2575, -1.6696], [-2.0633, -4.2974, -2.9140], [-3.8234, -4.3328, -2.8629], [-2.8902, -4.6700, -1.3941], [-3.5237, 1.3323, -1.0495], [-2.2582, 3.8448, -1.2825], [0.0519, 4.7775, -0.1821], [1.2522, 2.6389, 0.9393], [-3.0709, -4.9382, 2.2557], [-1.3994, -4.3578, 1.1663], [-0.4940, -5.3024, 0.7023], [0.5886, -4.8085, -0.0190], [0.7220, -3.4610, -0.2568], [-0.1880, -2.5221, 0.1577], [-1.2397, -3.0220, 0.8897], [-0.6175, -6.3611, 0.9027], [1.3541, -5.4819, -0.3872], [1.5847, -3.0802, -0.7769], [-1.9561, -2.3029, 1.2451]], "homo_ev": [-5.534, -6.897], "e_lumo_ev": [0.26, 0.22], "spin_multiplicity": 3, "charge": 0, "e_above_lowest_ev": 0.7046, "orbital_gap_ev": [5.8, 7.1]}


No. 2
{"formula": "C57H53N6OPSn", "method": "the ωB97M-V functional and the def2-TZVPD basis", "symbols": ["Sn", "C", "N", "C", "N", "C", "C", "C", "C", "C", "C", "C", "C", "C", "C", "C", "C", "C", "C", "P", "C", "N", "C", "C", "N", "C", "C", "C", "C", "C", "C", "C", "C", "C", "C", "C", "C", "C", "C", "N", "C", "C", "N", "C", "C", "C", "C", "C", "C", "C", "C", "C", "C", "C", "C", "C", "H", "H", "H", "H", "H", "H", "H", "H", "H", "H", "H", "H", "H", "H", "H", "H", "H", "H", "H", "H", "H", "H", "H", "H", "H", "H", "H", "H", "H", "H", "H", "H", "H", "H", "H", "H", "H", "H", "H", "C", "C", "C", "C", "C", "C", "C", "C", "C", "H", "H", "H", "H", "H", "H", "H", "H", "H", "H", "H", "H", "O", "H", "H"], "coordinates": [[11.9258, -23.7625, -0.5879], [8.5966, -19.2712, -1.3895], [8.8760, -20.6511, -1.1237], [10.1049, -21.2919, -1.3035], [10.0092, -22.5321, -0.8947], [8.6934, -22.7637, -0.5578], [7.9625, -21.5994, -0.7192], [6.5391, -21.2431, -0.5482], [5.5273, -21.9582, -1.2331], [4.1939, -21.4588, -1.1948], [3.8841, -20.2886, -0.4890], [4.8565, -19.6621, 0.2936], [6.1954, -20.1773, 0.3257], [8.1957, -24.0771, -0.1242], [7.0422, -24.1308, 0.7864], [5.9677, -25.0188, 0.3778], [6.0472, -25.7986, -0.6698], [7.1926, -25.8278, -1.5940], [8.2559, -25.0045, -1.3067], [11.5732, -20.2742, -1.8599], [12.5656, -20.6041, -0.4115], [12.8339, -21.7731, 0.2122], [13.5753, -21.5327, 1.3414], [13.7085, -20.1506, 1.4745], [13.0772, -19.5558, 0.4180], [13.0873, -18.1551, -0.0238], [14.4680, -19.3312, 2.4238], [13.8633, -18.3391, 3.2236], [14.7404, -17.5086, 4.0291], [16.0852, -17.7739, 4.0324], [16.6420, -18.8036, 3.3450], [15.8645, -19.6256, 2.5064], [14.1815, -22.4741, 2.2684], [13.8402, -22.4816, 3.6637], [14.3396, -23.4687, 4.4905], [15.3170, -24.2738, 3.9979], [15.7408, -24.2763, 2.6930], [15.1359, -23.4062, 1.8188], [12.2563, -21.4760, -3.0903], [12.2296, -22.7637, -2.7797], [12.6475, -23.3939, -3.9635], [12.8096, -22.4674, -4.9477], [12.5916, -21.2410, -4.3512], [12.4865, -19.9408, -5.0727], [12.8685, -22.6297, -6.3968], [11.8027, -23.1667, -7.1062], [11.8330, -23.0620, -8.4952], [12.9941, -22.5848, -9.1917], [14.1567, -22.2068, -8.4352], [14.0084, -22.1703, -7.0708], [12.7244, -24.8395, -4.0244], [11.6292, -25.6549, -3.5460], [11.7928, -26.9885, -3.4611], [13.0254, -27.6182, -3.8400], [14.0099, -26.9061, -4.5118], [13.8750, -25.4664, -4.4711], [8.7224, -18.6935, -0.4290], [7.5309, -19.1752, -1.7305], [9.2561, -18.7344, -2.0606], [5.9030, -22.8521, -1.7468], [3.5021, -22.0252, -1.8183], [2.9235, -19.7914, -0.5802], [4.6411, -18.7960, 0.9101], [7.0194, -19.6498, 0.8262], [6.7059, -23.2562, 1.2869], [4.8948, -24.7345, 0.7105], [5.1807, -26.4349, -0.8746], [7.1161, -26.4937, -2.3883], [9.0868, -24.8582, -1.9893], [12.1925, -17.8694, -0.5411], [14.0193, -17.8849, -0.5755], [13.0648, -17.5889, 0.9030], [12.7415, -18.3137, 3.2834], [14.2912, -16.7472, 4.5814], [16.6667, -17.2115, 4.6947], [17.6555, -19.0019, 3.4621], [16.3262, -20.3280, 1.9684], [13.2786, -21.5926, 4.1034], [13.9406, -23.6176, 5.4979], [15.7412, -25.0450, 4.7236], [16.5669, -24.9357, 2.4596], [15.3972, -23.2549, 0.7712], [11.7976, -19.3232, -4.4883], [12.0634, -20.2369, -5.9780], [13.4215, -19.4940, -5.3288], [11.0049, -23.5707, -6.5163], [11.0024, -23.3955, -9.1034], [12.9932, -22.4938, -10.3315], [15.0829, -21.9289, -8.9400], [14.9000, -21.8706, -6.5111], [10.7392, -25.1629, -3.2342], [11.1106, -27.5804, -2.8813], [13.2518, -28.6539, -3.7933], [14.8345, -27.4297, -4.9870], [14.7131, -24.8712, -4.7924], [8.0667, -27.2589, 1.1925], [8.8738, -26.0562, 1.4437], [8.4368, -24.6301, 1.2973], [9.1949, -23.7307, 2.3258], [8.8569, -22.2157, 2.4082], [10.6809, -24.0064, 2.3174], [11.0705, -25.3230, 2.2284], [12.5241, -25.6985, 2.3189], [10.0638, -26.3508, 1.8826], [7.9298, -27.4284, 0.1524], [7.0841, -27.2559, 1.6585], [8.5418, -28.1670, 1.6193], [8.8850, -24.0776, 3.2771], [7.7734, -22.0394, 2.5993], [9.1263, -21.5593, 1.5386], [9.3451, -21.7215, 3.2518], [11.4227, -23.1608, 2.5711], [12.5278, -26.5168, 3.0056], [13.2652, -24.9517, 2.6195], [12.8532, -26.1500, 1.3682], [10.3678, -27.3852, 2.0781], [14.5605, -24.1195, -1.1790], [14.5891, -24.4628, -2.0584], [14.7857, -24.8628, -0.6131]], "homo_ev": -12.134, "e_lumo_ev": -4.85, "charge": 2, "orbital_gap_ev": 7.3}


no.,DFT total energy (Eh)
1,-4486.9691
2,-3162.7548